<w>
Here is 2 unconnected molecules or ions with the total composition C4H8FNO from the Open Molecules 2025 dataset. Energies are from ωB97M-V/def2-TZVPD.

Atoms and positions in Å:
C: 1.76550 0.63556 -0.05069
C: 0.99022 -0.60902 0.27445
C: 0.07782 0.63876 -0.18211
C: -0.76119 1.34354 0.73040
N: -2.45807 -1.18911 -0.56351
O: -2.53082 -0.38665 0.43011
F: -1.37794 2.45682 0.20473
H: 2.16248 1.13399 0.81226
H: 2.22246 0.89329 -1.01931
H: 1.00894 -1.41239 -0.45467
H: 1.17268 -0.81589 1.31407
H: -0.09789 0.76107 -1.22626
H: -0.79376 1.32444 1.87062
H: -1.80075 -2.02329 -0.62100
H: -2.25725 -0.67250 -1.49207

Properties
E_LUMO (spin up / spin down)	0.0106 / 0.0297	Ha
Kohn-Sham gap (spin up / spin down)	7.2 / 9.7	eV

=====

<x>
Here is a single C4H8FNO molecule from the Open Molecules 2025 dataset. Energies are from ωB97M-V/def2-TZVPD.

Atoms and positions in Å:
C: -0.98598 -0.09551 -0.21065
C: -1.73947 1.10510 0.39432
C: 1.41330 -1.16788 -0.67544
C: 0.59047 -0.07618 0.04849
N: 0.97272 -0.16292 1.53164
O: -1.62104 -0.99184 -0.72616
F: 0.98405 1.21032 -0.37306
H: -2.09107 0.75302 1.33580
H: -0.95671 1.95173 0.59900
H: -2.67191 1.40408 -0.15330
H: 0.79779 -2.01622 -0.84172
H: 1.78424 -0.77877 -1.67520
H: 2.24942 -1.52414 -0.04568
H: 0.17737 0.03907 1.98593
H: 1.62665 0.54964 1.74056

Properties
E_LUMO	0.0320	Ha
Kohn-Sham gap	10.8	eV
SMILES string	CC(=O)[C@](C)(N)F

=====

<x> takes first place; second place is 5.394 eV up.